(1)
Density functional theory data (the ωB97M-V functional and the def2-TZVPD basis) for 5 unconnected molecules or ions with the total composition C4H17NO5S.

relative energy (zero: lowest compared OMol25 entry of this formula, charge and spin): 0.0 kJ/mol
orbital gap: 9.579 eV
E_tot: -26987.6255 eV
charge: 0
structure (SMILES): CNC(=O)CCS.O.O.O.O
strongest force on any atom: 1.0 eV/A

Last column: Löwdin charge in e.
Atoms and positions in Å:
C  -0.5552  -0.5328  1.2118  -0.159
C  0.5126  -1.3886  1.9052  -0.535
S  0.0205  -3.1320  2.0715  0.715
C  -0.0289  0.0214  -0.0924  -0.464
N  -0.8030  -0.0551  -1.1982  0.035
C  -2.2542  -0.1573  -1.1215  -0.057
O  1.1475  0.4058  -0.1939  -0.019
H  -1.4925  -1.0709  1.1064  0.089
H  -0.7924  0.3469  1.8147  0.126
H  1.4632  -1.3339  1.3800  0.070
H  0.7234  -1.0410  2.9157  0.067
H  0.2153  -3.5189  0.8033  -0.170
H  -0.4627  0.3901  -2.0292  0.118
H  -2.5617  -1.1705  -0.8312  0.090
H  -2.6892  0.5292  -0.3978  0.092
H  -2.6906  0.0114  -2.1023  0.092
H  -1.1085  4.0255  0.6536  0.033
H  -0.0319  3.0252  1.1677  0.000
O  -0.9853  3.1022  0.9054  -0.092
H  0.1436  -2.0683  -1.4588  0.021
H  1.1136  -3.1685  -2.0109  0.056
O  0.4104  -3.0060  -1.3601  -0.075
H  2.3771  0.9866  -3.0938  0.031
H  1.4567  1.1140  -1.8316  0.002
O  1.5013  1.2436  -2.8083  -0.075
H  1.6673  1.7640  0.8360  0.017
H  2.0025  2.1482  2.3024  0.066
O  1.7011  2.5294  1.4563  -0.072



(2)
Density functional theory data (the ωB97M-V functional and the def2-TZVPD basis) for 5 unconnected molecules or ions with the total composition C4H17NO6 at a distorted geometry.

relative energy (zero: lowest compared OMol25 entry of this formula, charge and spin): 88.0 kJ/mol
orbital gap: 9.588 eV
E_tot: -18198.5658 eV
charge: 0
structure (SMILES): CN[C@H](C)C(=O)O.O.O.O.O
strongest force on any atom: 3.1 eV/A

Last column: Löwdin charge in e.
Atoms and positions in Å:
C  2.5081  0.1322  1.1914  -0.119
N  1.5958  0.3971  2.3163  -0.055
C  0.1558  -1.5144  1.4917  -0.056
C  0.2230  -0.1109  2.0971  -0.274
C  -0.2609  0.8645  0.9608  -0.457
O  -1.3807  1.5318  1.2696  0.084
O  0.2340  1.0894  -0.1269  0.040
H  3.5817  0.1058  1.3556  0.082
H  2.4260  1.0417  0.6223  0.066
H  2.3217  -0.7351  0.5646  0.068
H  1.8887  -0.1154  3.1297  0.094
H  0.7896  -2.2319  2.0556  0.103
H  -0.8179  -1.9573  1.5591  0.074
H  0.3526  -1.4631  0.4092  0.045
H  -0.5946  -0.0248  2.8685  0.159
H  -1.5948  1.9790  0.3937  0.064
H  -1.5788  3.1934  -1.5458  0.075
H  -1.3737  3.9127  -0.1864  0.106
O  -1.9113  3.2008  -0.6354  -0.042
H  -0.2501  -2.2008  -1.2994  0.013
H  -1.0320  -3.0978  -2.2327  0.038
O  -1.1065  -2.7034  -1.3524  -0.082
H  1.1278  0.1822  -1.4723  0.010
H  0.4920  -0.5312  -2.6500  0.030
O  1.1553  -0.6547  -1.9634  -0.069
H  -2.3355  -0.2022  -2.1390  0.028
H  -2.3383  -0.3516  -3.7034  0.028
O  -2.2770  0.2641  -2.9779  -0.051



(3)
Density functional theory data (the ωB97M-V functional and the def2-TZVPD basis) for 5 unconnected molecules or ions with the total composition C4H17NO7 at a distorted geometry.

relative energy (zero: lowest compared OMol25 entry of this formula, charge and spin): 211.0 kJ/mol
orbital gap: 9.587 eV
E_tot: -20244.3792 eV
charge: 0
structure (SMILES): N[C@@H](CO)CC(=O)O.O.O.O.O
strongest force on any atom: 6.3 eV/A

Last column: Löwdin charge in e.
Atoms and positions in Å:
C  -0.9676  -0.6136  -0.2197  -0.163
O  -2.1031  -1.3920  -0.5653  -0.041
C  0.2045  -1.3143  -1.1004  -0.286
C  1.3254  -1.8985  -0.1561  -0.030
C  1.7049  -0.7775  0.7869  -0.473
O  2.3413  -1.2446  1.8686  0.118
O  1.2857  0.3829  0.6779  0.016
N  -0.2644  -2.4267  -1.9959  0.056
H  -1.0869  0.4068  -0.5113  0.023
H  -0.5805  -0.7815  0.8894  0.158
H  -2.7880  -1.6228  -0.0165  0.048
H  0.5655  -0.5777  -1.8194  0.115
H  2.1641  -2.0345  -0.8754  0.146
H  0.9239  -2.7272  0.4780  0.149
H  2.2472  -0.7461  2.7240  0.147
H  -0.5405  -3.2643  -1.6242  0.030
H  -0.9458  -2.0728  -2.6002  0.049
H  1.0149  1.0397  2.3447  -0.054
H  0.3802  1.9754  3.3781  0.043
O  1.1491  1.3993  3.2070  -0.061
H  0.3945  2.2027  -2.1067  0.071
H  1.4066  1.8868  -1.0274  0.033
O  0.6779  1.5508  -1.4739  -0.025
H  -0.6512  1.7269  1.0052  -0.029
H  -1.2835  3.1120  0.7292  0.054
O  -0.8605  2.5545  1.4115  -0.043
H  -1.1061  1.6337  -0.8956  0.041
H  -2.6381  1.5196  -1.2127  -0.028
O  -1.9697  2.1031  -1.2999  -0.066



(4)
Density functional theory data (the ωB97M-V functional and the def2-TZVPD basis) for a molecular structure, C4H18HfO14S2 at a distorted geometry.

relative energy (zero: lowest compared OMol25 entry of this formula, charge and spin): 0.0 kJ/mol
orbital gap: 4.698 eV
E_tot: -56087.1412 eV
charge: -2
strongest force on any atom: 4.5 eV/A

Last column: Löwdin charge in e.
Atoms and positions in Å:
Hf  1.6658  -14.6430  -20.5809  1.909
C  4.8436  -12.4039  -22.1112  -0.120
C  4.9253  -13.6815  -21.2769  -0.442
O  3.7955  -14.4490  -21.3656  -0.369
H  4.4048  -12.5973  -23.0914  0.061
H  5.8444  -11.9619  -22.1972  0.054
H  4.2065  -11.6295  -21.6687  0.033
H  5.2390  -13.5455  -20.2315  0.109
H  5.7898  -14.2003  -21.7375  0.088
C  1.5209  -10.9437  -23.2272  -0.111
C  1.0101  -12.3868  -23.3424  -0.470
O  0.9500  -13.0654  -22.1608  -0.387
H  2.4655  -10.9245  -22.6806  0.039
H  0.8541  -10.3271  -22.6118  0.059
H  1.6204  -10.4663  -24.2052  0.058
H  1.7309  -12.8760  -24.0268  0.093
H  0.0258  -12.3412  -23.8453  0.086
S  1.6043  -17.5315  -19.5457  0.279
O  2.5600  -16.7566  -20.4090  -0.459
O  0.6451  -16.3687  -19.4193  -0.479
O  0.9744  -18.6558  -20.2527  -0.404
O  2.1337  -17.9375  -18.2807  -0.299
S  2.7825  -14.6990  -17.0483  0.261
O  2.3532  -14.6278  -18.5151  -0.526
O  3.0601  -13.3257  -16.5800  -0.438
O  1.7122  -15.3527  -16.2591  -0.418
O  3.9091  -15.6415  -16.9213  -0.400
O  2.3332  -12.4181  -19.8050  -0.113
H  1.9182  -11.5818  -20.0314  0.065
H  2.9084  -12.2414  -19.0478  0.077
O  1.6944  -15.7624  -22.6817  -0.107
H  2.2003  -16.5288  -22.9667  0.089
H  1.2478  -15.4255  -23.4628  0.066
O  -0.5365  -15.2823  -21.3827  -0.112
H  -1.0937  -14.6625  -21.8659  0.067
H  -0.9888  -16.1316  -21.4050  0.088
O  -0.0160  -13.5468  -19.2220  -0.087
H  0.1381  -13.1690  -18.3485  0.089
H  -0.9481  -13.4146  -19.4089  0.071



(5)
Density functional theory data (the ωB97M-V functional and the def2-TZVPD basis) for a molecular structure, C4H18N4O2P2S at a distorted geometry.

orbital gap (spin up / spin down): 8.851 / 3.958 eV
E_tot: -43887.5665 eV
charge: +2
strongest force on any atom: 5.3 eV/A

Last column: Löwdin charge in e.
Atoms and positions in Å:
C  -0.9440  -1.5399  3.5294  -0.293
C  1.0783  2.3648  -2.4695  -0.282
C  -0.1863  -0.8724  2.4246  -0.465
C  -0.1206  1.9052  -3.2062  -0.179
N  0.1838  1.1455  -4.2874  0.141
N  -0.9013  0.6358  -1.7382  -0.309
N  -1.8444  -2.5736  3.0525  0.066
N  1.7522  1.3595  -1.7243  -0.043
O  3.6710  6.4298  -0.8090  -0.402
O  1.6360  5.3385  -1.5166  -0.564
P  -1.3857  -0.5638  1.0208  0.769
P  0.0761  0.4816  -0.4923  0.702
S  2.1350  6.6516  -1.2338  0.882
H  -0.3636  -1.8841  4.3216  0.121
H  -1.5671  -0.7498  3.8585  0.114
H  1.6144  2.9015  -3.3078  0.175
H  0.6260  3.0516  -1.7083  0.121
H  0.5603  -1.5879  1.9528  0.099
H  0.4116  -0.0965  2.8228  0.078
H  -0.9804  2.5962  -3.4599  0.175
H  -0.4989  0.5662  -4.6262  0.089
H  -1.8343  1.2227  -1.5625  0.107
H  -1.4063  -3.5971  2.9391  0.229
H  -2.1629  -2.1758  1.9653  0.096
H  -2.7219  -2.7375  3.6281  0.189
H  1.1211  0.7065  -4.1981  0.137
H  2.1705  0.6344  -2.1797  0.063
H  2.5364  1.8658  -1.1857  0.180
H  4.2999  7.1774  -0.5200  0.126
H  -2.0229  0.5178  1.7006  -0.053
H  0.5009  -0.7607  -0.7326  -0.071



(6)
Density functional theory data (the ωB97M-V functional and the def2-TZVPD basis) for 5 unconnected molecules or ions with the total composition C4H18NO6S at a distorted geometry.

relative energy (zero: lowest compared OMol25 entry of this formula, charge and spin): 22.5 kJ/mol
orbital gap: 9.622 eV
E_tot: -29043.3831 eV
charge: +1
strongest force on any atom: 5.1 eV/A

Last column: Löwdin charge in e.
Atoms and positions in Å:
O  -1.2155  -2.1696  1.9372  0.113
C  -0.9324  -2.2526  0.7633  -0.510
O  -0.2498  -3.2871  0.2656  0.123
C  -1.0755  -1.0546  -0.1834  -0.138
C  -2.2021  -0.0775  -0.0535  -0.217
C  -2.0219  1.3419  -0.5813  -0.550
S  -1.4593  1.6652  -2.2688  0.767
N  0.4547  -0.4908  -0.0784  0.167
H  -0.1599  -3.8458  1.1171  0.186
H  -1.0075  -1.3928  -1.3151  0.188
H  -2.4616  0.0020  1.0263  0.139
H  -3.0956  -0.5274  -0.3388  0.109
H  -3.0014  1.8737  -0.4695  0.090
H  -1.4322  1.9557  0.1825  0.095
H  -2.3604  1.1587  -3.0455  -0.160
H  0.4267  0.6669  -0.0710  0.163
H  0.8796  -0.7812  -0.9330  0.099
H  1.0204  -0.6585  0.8176  0.128
H  3.3805  1.5632  0.0418  0.044
H  4.0523  2.8584  -0.6786  0.109
O  3.7640  1.9093  -0.7700  -0.061
H  0.6058  2.5618  2.2735  0.104
H  1.1680  1.0451  2.3427  0.010
O  0.8715  1.7455  1.7517  -0.069
H  1.4324  1.1096  -2.5195  0.058
H  2.7141  0.9066  -1.6065  0.042
O  1.7207  0.8516  -1.6186  -0.136
H  2.2908  -1.7461  2.7470  0.042
H  0.9035  -1.5178  3.2961  0.123
O  1.6343  -1.0726  2.7230  -0.057



(7)
Density functional theory data (the ωB97M-V functional and the def2-TZVPD basis) for 6 unconnected molecules or ions with the total composition C4H18NO8 at a distorted geometry.

relative energy (zero: lowest compared OMol25 entry of this formula, charge and spin): 193.5 kJ/mol
orbital gap: 8.623 eV
E_tot: -22312.7524 eV
charge: -1
strongest force on any atom: 2.1 eV/A

Last column: Löwdin charge in e.
Atoms and positions in Å:
O  -2.4349  0.5964  -0.3032  -0.067
C  -1.5800  0.7051  0.6294  -0.668
O  -1.7742  0.8775  1.8320  -0.011
C  -0.1035  0.8008  0.1284  -0.286
C  0.3835  2.2586  0.3923  -0.127
C  1.4183  2.6565  -0.6374  -0.258
O  2.4204  1.6590  -0.8221  -0.078
N  0.7623  -0.1055  0.9188  0.031
H  0.0426  0.5584  -0.9216  0.110
H  0.7882  2.1551  1.4052  0.109
H  -0.4919  2.9056  0.4462  0.123
H  1.8808  3.6005  -0.3430  0.103
H  0.9712  2.7823  -1.6288  0.117
H  2.4106  1.0884  -0.0590  0.032
H  0.4364  -0.0322  1.8818  0.077
H  0.7236  -1.0927  0.6851  0.072
H  -2.1040  0.0096  -1.7254  -0.014
H  -0.9736  -0.1461  -2.9794  -0.002
O  -1.7816  -0.4137  -2.5753  -0.104
H  -0.2121  -1.5815  -2.3173  0.012
H  1.2301  -1.1631  -2.0203  0.003
O  0.7277  -1.7647  -2.5549  -0.069
H  -0.5323  -3.3126  2.0546  0.034
H  -1.1373  -3.1100  0.7114  0.001
O  -0.3405  -3.4901  1.1285  -0.060
H  2.3307  0.9183  3.2440  0.021
H  2.5526  0.2099  1.9285  -0.016
O  2.9841  0.3837  2.7830  -0.087
H  -2.9043  -2.8472  0.2991  0.028
H  -2.8432  -2.0927  -0.9331  0.021
O  -2.8495  -3.0138  -0.6475  -0.048



(8)
Density functional theory data (the ωB97M-V functional and the def2-TZVPD basis) for 7 unconnected molecules or ions with the total composition C4H18NO9 at a distorted geometry.

relative energy (zero: lowest compared OMol25 entry of this formula, charge and spin): 143.4 kJ/mol
<S²>: 0.759
orbital gap (spin up / spin down): 10.581 / 4.992 eV
E_tot: -24352.2214 eV
charge: 0
spin multiplicity: 2
strongest force on any atom: 8.0 eV/A

Last column: Löwdin spin population.
Atoms and positions in Å:
O  0.0723  0.6467  1.2458  0.030
C  0.1267  0.6820  0.0196  0.057
O  0.5500  1.7421  -0.6204  0.638
C  -0.5528  -0.3593  -0.8312  0.040
C  0.4945  -1.4564  -1.3479  0.002
C  1.6056  -0.8137  -2.2981  0.000
O  2.6509  -1.4020  -2.4406  0.003
N  -1.6242  -1.1933  -0.1262  0.142
H  -1.1121  0.1728  -1.5686  -0.001
H  0.0868  -2.2604  -1.9320  0.002
H  1.0618  -1.9863  -0.4345  0.000
H  1.3422  0.0873  -2.7636  0.000
H  -2.0754  -0.4690  0.4625  0.003
H  -1.2535  -1.7710  0.6198  0.004
H  -2.2037  0.7984  -3.1292  0.000
H  -2.8122  -0.5181  -2.5435  0.000
O  -2.7934  0.1241  -3.2347  0.000
H  0.0703  2.0460  2.3358  0.001
H  0.3405  3.3302  1.8617  0.001
O  -0.1322  2.9599  2.4730  0.005
H  2.0875  -0.9466  2.8992  0.000
H  2.3482  -0.0501  1.6245  0.000
O  2.7964  -0.8119  2.0160  0.000
H  -1.5215  1.8993  3.4814  0.000
H  -0.8211  0.5515  3.0981  0.000
O  -1.5525  0.9782  3.6494  0.001
H  0.8648  -1.8315  2.1781  0.000
H  2.0048  -2.7605  1.7641  0.000
O  1.0676  -2.6828  1.7568  0.000
H  -0.0695  1.3854  -3.3777  0.000
H  -0.2933  2.0092  -1.9192  -0.001
O  -0.7536  1.8996  -2.9185  0.073